1.
{"formula": "C5H21N10", "method": "ωB97M-V/def2-TZVPD", "total_charge": 1, "largest_force_ev_per_a": 3.5, "total_energy_ev": -20419.558, "orbital_gap_ev": 9.281, "e_lumo_ev": -2.34, "symbols": ["C", "C", "C", "C", "C", "N", "N", "N", "N", "N", "N", "N", "N", "N", "N", "H", "H", "H", "H", "H", "H", "H", "H", "H", "H", "H", "H", "H", "H", "H", "H", "H", "H", "H", "H", "H"], "coordinates": [[1.5909, 0.6814, 0.0911], [0.3665, 0.9591, 0.8968], [1.7810, -0.8488, -0.3412], [-2.4154, -0.5990, -0.0634], [-3.8800, -0.1907, 0.0754], [-1.6220, 0.1788, -0.7056], [2.8273, 0.8611, 0.8728], [1.6191, 1.4607, -1.1355], [0.1406, -0.0224, 1.7622], [-0.2802, 2.1052, 0.6722], [2.9211, -0.8953, -1.2236], [1.8551, -1.6257, 0.9057], [-1.8603, -1.5968, 0.6461], [-2.0422, 1.4239, -1.1597], [0.6302, -1.3078, -1.1189], [-4.3141, -0.3685, 1.0813], [-4.6189, -0.6920, -0.5056], [-4.1289, 0.8350, -0.1186], [2.8640, 0.5605, 1.8535], [2.9412, 1.8366, 0.8231], [0.8416, 1.3876, -1.7584], [2.4245, 1.3864, -1.7252], [0.7177, -0.9325, 1.7201], [-0.4043, 0.2698, 2.5550], [-1.1763, 2.2972, 1.0863], [-0.0608, 2.5263, -0.2194], [3.8358, -1.0659, -0.8836], [2.7436, -1.6022, -1.9170], [1.7499, -2.6307, 0.7826], [2.8077, -1.5782, 1.2799], [-0.8617, -1.6228, 0.7194], [-2.4750, -2.3349, 0.9729], [-2.7720, 1.9585, -0.7301], [-2.2075, 1.4252, -2.1477], [0.7630, -1.2197, -2.1207], [-0.3010, -1.0197, -0.9222]]}

2.
{"formula": "C3H2F3NO", "method": "ωB97M-V/def2-TZVPD", "largest_force_ev_per_a": 5.5, "total_energy_ev": -14829.977, "orbital_gap_ev": 9.334, "e_lumo_ev": 0.68, "symbols": ["C", "C", "C", "N", "O", "F", "F", "F", "H", "H"], "coordinates": [[0.6559, 1.2804, 0.0377], [-1.2849, 0.0689, -0.0229], [0.7980, -1.0284, -0.0204], [1.3270, 0.2023, 0.0020], [-0.6660, 1.3282, 0.0044], [1.2143, 2.4119, -0.0269], [0.8576, -1.8602, 1.0800], [0.8490, -1.8192, -1.0643], [-1.7641, -0.3588, -0.8517], [-1.9868, -0.2250, 0.8621]]}

3.
{"formula": "C21H36N4O2", "method": "ωB97M-V/def2-TZVPD", "smiles": "CCN(CC)CCCNC(=O)c1[nH]c(C)c(C(=O)NC2CCCCC2)c1C", "largest_force_ev_per_a": 0.8, "total_energy_ev": -32418.702, "orbital_gap_ev": 8.794, "e_lumo_ev": 0.69, "symbols": ["C", "C", "N", "C", "C", "C", "C", "C", "N", "C", "O", "C", "N", "C", "C", "C", "C", "O", "N", "C", "C", "C", "C", "C", "C", "C", "C", "H", "H", "H", "H", "H", "H", "H", "H", "H", "H", "H", "H", "H", "H", "H", "H", "H", "H", "H", "H", "H", "H", "H", "H", "H", "H", "H", "H", "H", "H", "H", "H", "H", "H", "H", "H"], "coordinates": [[5.6995, 0.1295, 2.2286], [4.7782, -0.4819, 1.1679], [3.6880, -1.3219, 1.6286], [2.5902, -0.6292, 2.2925], [2.6769, -0.4532, 3.8115], [4.1165, -2.5676, 2.2531], [3.0508, -3.6675, 2.1872], [2.7385, -4.1004, 0.7511], [2.2436, -2.9932, -0.0354], [0.8971, -2.7892, -0.1680], [0.0692, -3.6435, 0.1050], [0.5494, -1.4660, -0.6924], [1.4734, -0.6041, -1.2357], [0.8908, 0.5780, -1.5323], [1.6471, 1.6902, -2.1598], [-0.4484, 0.4958, -1.1810], [-1.3973, 1.6171, -1.3208], [-1.0496, 2.7874, -1.2886], [-2.6877, 1.2509, -1.4990], [-3.7708, 2.1979, -1.6337], [-4.4479, 2.0619, -2.9991], [-5.5806, 3.0749, -3.1337], [-6.6032, 2.8858, -2.0173], [-5.9315, 3.0165, -0.6538], [-4.7985, 2.0043, -0.5158], [-0.6662, -0.8053, -0.6478], [-1.9208, -1.3691, -0.0742], [6.0930, -0.6399, 2.8882], [5.1725, 0.8707, 2.8229], [6.5361, 0.6214, 1.7381], [5.3862, -1.0934, 0.4907], [4.3370, 0.3280, 0.5772], [1.6667, -1.1751, 2.0672], [2.5014, 0.3534, 1.8225], [3.6018, 0.0314, 4.1105], [1.8444, 0.1651, 4.1378], [2.6061, -1.4105, 4.3219], [4.4116, -2.4255, 3.3033], [5.0007, -2.9133, 1.7086], [3.4171, -4.5318, 2.7437], [2.1295, -3.3293, 2.6619], [3.6433, -4.4888, 0.2719], [1.9701, -4.8769, 0.7491], [2.8252, -2.1694, 0.0919], [2.4269, -0.8417, -1.4540], [1.0483, 2.5948, -2.1095], [1.8682, 1.4668, -3.2045], [2.5899, 1.8557, -1.6395], [-2.9145, 0.2742, -1.5788], [-3.3132, 3.1891, -1.5464], [-3.7089, 2.2149, -3.7879], [-4.8484, 1.0493, -3.1018], [-5.1681, 4.0846, -3.0796], [-6.0641, 2.9615, -4.1062], [-7.0574, 1.8959, -2.1048], [-7.3984, 3.6278, -2.1122], [-5.5277, 4.0252, -0.5443], [-6.6647, 2.8605, 0.1403], [-4.3075, 2.1183, 0.4526], [-5.2041, 0.9902, -0.5731], [-1.6733, -2.2193, 0.5565], [-2.4543, -0.6216, 0.5106], [-2.5783, -1.7409, -0.8620]]}

4.
{"formula": "C19H27N3O5PS", "method": "ωB97M-V/def2-TZVPD", "smiles": "COCCC[P@@](CCSc1nnco1)(COc1ccccc1)=[N+](C(C)=O)C(C)=O", "total_charge": 1, "largest_force_ev_per_a": 5.8, "total_energy_ev": -54956.031, "orbital_gap_ev": 8.398, "e_lumo_ev": -3.39, "symbols": ["C", "O", "C", "C", "C", "P", "C", "C", "S", "C", "N", "N", "C", "O", "C", "O", "C", "C", "C", "C", "C", "C", "N", "C", "C", "O", "C", "C", "O", "H", "H", "H", "H", "H", "H", "H", "H", "H", "H", "H", "H", "H", "H", "H", "H", "H", "H", "H", "H", "H", "H", "H", "H", "H", "H", "H"], "coordinates": [[-0.7696, -0.0420, 3.8220], [-1.9195, -0.8902, 3.5925], [-1.6169, -2.0245, 2.7521], [-2.2330, -1.9471, 1.2681], [-2.3483, -0.4656, 0.6603], [-0.9634, -0.0385, -0.5765], [-0.9453, 1.8598, -0.8208], [-2.4175, 2.5093, -0.8629], [-2.3865, 3.8701, -2.1725], [-2.0665, 5.4143, -1.2131], [-0.8836, 6.2337, -1.2035], [-1.1160, 7.2905, -0.3593], [-2.4423, 7.1202, 0.1626], [-3.0818, 5.9513, -0.3497], [0.6771, -0.4739, 0.2494], [1.2755, -1.7237, -0.1804], [2.6724, -1.6030, 0.2241], [3.8234, -1.2131, -0.7306], [5.2772, -1.0696, -0.1590], [5.5800, -1.2952, 1.3635], [4.4282, -1.7101, 2.3297], [3.0121, -1.8384, 1.7127], [-1.2577, -0.7579, -2.1378], [-1.6296, -2.1888, -2.0916], [-0.6584, -3.4474, -2.2027], [-2.8596, -2.4391, -1.9135], [-0.2535, -0.4164, -3.1723], [1.2696, -0.8764, -3.2406], [-0.6429, 0.3706, -4.0841], [0.2416, -0.5659, 3.7114], [-0.8022, 0.3779, 4.8974], [-0.8113, 0.8645, 3.1229], [-0.5064, -2.2741, 2.6549], [-2.1034, -2.9415, 3.2615], [-1.6179, -2.6676, 0.6149], [-3.2908, -2.4084, 1.3298], [-3.3328, -0.4002, 0.0625], [-2.3774, 0.3729, 1.4357], [-0.3740, 2.0621, -1.8025], [-0.3694, 2.2818, 0.0902], [-3.2396, 1.7837, -1.1901], [-2.6174, 2.9656, 0.1780], [-3.0069, 7.8057, 0.8796], [1.4197, 0.4144, 0.2028], [0.4477, -0.5974, 1.3806], [3.6556, -1.0077, -1.8361], [6.1739, -0.7593, -0.8015], [6.6127, -1.1701, 1.8276], [4.6180, -1.8743, 3.4378], [2.1380, -2.1102, 2.4097], [-1.3203, -4.3834, -2.3505], [-0.1071, -3.6236, -1.2042], [0.0501, -3.4297, -3.1018], [1.5818, -0.9533, -4.3515], [1.9104, -0.0488, -2.7844], [1.5035, -1.8715, -2.7405]]}